{
  "formula": "CH2F3P",
  "method": "ωB97M-V/def2-TZVPD",
  "charge": 0,
  "fmax_ev_per_a": 3.33,
  "smiles": "F/C=P\\F.F",
  "homo_energy_ev": -10.303,
  "e_above_lowest_kj_mol": 200.8,
  "elements": ["F", "C", "P", "F", "H", "F", "H"],
  "xyz": [[1.0045, 0.1658, 1.1878], [-0.0626, -0.7027, 0.8880], [-1.5028, -0.2165, 0.2739], [-1.2578, 1.3852, 0.2372], [0.2261, -1.6769, 1.1589], [0.7586, 0.3795, -2.3500], [0.8340, 0.6657, -1.3958]],
  "atomic_forces_ev_per_a": [[-1.501, -0.931, -0.512], [1.932, 1.949, 0.619], [-0.329, 0.692, -0.045], [-0.152, -0.493, -0.173], [0.009, -1.260, 0.060], [0.224, 0.948, 3.185], [-0.183, -0.906, -3.134]]
}

{
  "formula": "CH2F4Si",
  "method": "ωB97M-V/def2-TZVPD",
  "charge": 0,
  "fmax_ev_per_a": 2.24,
  "homo_energy_ev": [-10.386, -8.569],
  "e_above_lowest_kj_mol": 421.6,
  "elements": ["C", "F", "F", "F", "F", "Si", "H", "H"],
  "xyz": [[-1.0815, -0.8195, -0.3041], [-0.5604, -0.2760, -1.3691], [2.0659, -2.6813, -1.8464], [3.5182, -3.2291, 0.1009], [4.1035, -1.4283, -1.5817], [2.8844, -1.9881, -0.7242], [-0.4201, -1.4367, 0.3813], [-2.1067, -0.4335, -0.1429]],
  "atomic_forces_ev_per_a": [[-0.984, -0.761, 1.857], [1.170, 0.374, -1.168], [-1.472, -0.456, -0.742], [-0.473, 0.859, 0.059], [0.106, 0.611, 0.427], [1.837, -1.001, 0.242], [-1.026, 1.028, -1.089], [0.841, -0.655, 0.414]]
}

{
  "formula": "CH2F5K3NO8S3",
  "method": "ωB97M-V/def2-TZVPD",
  "charge": 1,
  "fmax_ev_per_a": 8.60,
  "homo_energy_ev": -9.226,
  "e_above_lowest_kj_mol": 353.4,
  "elements": ["K", "K", "K", "N", "S", "O", "O", "F", "S", "O", "O", "F", "C", "F", "F", "F", "S", "O", "O", "O", "O", "H", "H"],
  "xyz": [[1.4470, 5.1957, 1.7892], [-9.8152, -0.0783, -0.5928], [1.2687, -2.7639, 1.3265], [-2.6493, -0.8689, 0.4278], [-3.7140, -0.3817, 1.6832], [-5.0903, -0.0423, 1.2509], [-3.2281, 0.1332, 2.9480], [-3.9573, -1.9522, 2.1096], [-2.6079, 0.5584, -0.0886], [-1.9194, 1.5470, 0.7440], [-3.6663, 1.0058, -0.9879], [-1.4178, 0.0933, -1.1089], [5.9026, 1.5749, -2.1625], [6.7824, 0.7051, -2.3759], [6.3376, 2.8646, -2.3018], [4.9614, 1.3915, -3.0820], [5.2219, 1.3470, -0.3553], [3.8607, 0.9034, -0.4854], [6.1163, 0.4015, 0.3590], [5.2305, 2.6210, 0.3063], [-2.8456, -4.9748, -0.0694], [-3.4529, -5.2519, 0.6167], [-2.7650, -4.0284, 0.0494]],
  "atomic_forces_ev_per_a": [[0.207, -0.293, -0.191], [0.197, 0.008, 0.037], [0.029, 0.277, -0.204], [-2.963, -0.177, 4.378], [-3.914, -4.548, 3.024], [3.062, 0.119, 0.540], [0.056, 0.062, -2.153], [0.216, 0.519, -0.181], [3.836, 4.471, -6.263], [-1.452, -1.013, -0.686], [1.356, -0.485, 1.692], [-0.147, 0.905, -0.312], [-2.726, 2.312, 2.073], [3.192, -1.761, -0.612], [0.253, -1.073, -0.061], [-0.841, 0.219, -0.300], [1.161, -1.139, 2.580], [-1.188, -1.178, -1.119], [-0.825, 0.673, -1.998], [0.498, 1.962, -0.287], [0.315, -0.154, -0.104], [-0.180, -0.089, 0.172], [-0.144, 0.384, -0.025]]
}

{
  "formula": "CH2FIO2S",
  "method": "ωB97M-V/def2-TZVPD",
  "charge": 0,
  "fmax_ev_per_a": 5.19,
  "homo_energy_ev": [-6.537, -10.557],
  "multiplicity": 3,
  "e_above_lowest_kj_mol": 132.9,
  "elements": ["C", "O", "O", "F", "S", "I", "H", "H"],
  "xyz": [[0.2849, -0.1311, 0.3704], [0.8652, -2.2130, 1.9277], [1.6228, -2.2373, -0.4497], [1.4371, 0.4712, 0.0135], [0.7252, -1.9000, 0.5529], [-1.4052, -2.7513, -0.2085], [-0.3850, -0.0201, -0.4168], [0.1179, 0.0513, 1.4227]],
  "atomic_forces_ev_per_a": [[2.835, -1.175, 1.769], [1.022, -0.253, 2.569], [3.712, -1.044, -3.182], [1.020, 1.216, -0.375], [-1.307, 2.219, 1.602], [-4.425, -2.202, -1.598], [-1.758, 0.336, -0.782], [-1.099, 0.903, -0.003]]
}

{
  "formula": "CH2FN2O2",
  "method": "ωB97M-V/def2-TZVPD",
  "charge": -1,
  "fmax_ev_per_a": 2.91,
  "homo_energy_ev": -4.173,
  "e_above_lowest_kj_mol": 199.1,
  "elements": ["C", "N", "N", "O", "O", "F", "H", "H"],
  "xyz": [[1.6401, 0.4340, 0.1067], [-0.4402, 0.5379, -0.1508], [-0.9368, -0.4653, -0.6732], [1.9259, -0.0524, -0.9258], [1.9362, 0.8246, 1.1885], [-1.1038, -1.8052, 0.6316], [-0.9851, 1.1829, 0.4114], [-2.0362, -0.6565, -0.5885]],
  "atomic_forces_ev_per_a": [[0.472, -0.535, -0.044], [1.055, 0.659, 0.004], [-2.383, -0.729, -0.742], [0.070, 0.061, -0.279], [-0.852, 0.330, -0.205], [-0.279, -0.656, 0.712], [-0.776, -0.225, 0.540], [2.693, 1.095, 0.014]]
}

{
  "formula": "CH2FNO",
  "method": "ωB97M-V/def2-TZVPD",
  "charge": 0,
  "fmax_ev_per_a": 2.12,
  "homo_energy_ev": [-10.254, -10.254],
  "e_above_lowest_kj_mol": 579.6,
  "elements": ["C", "N", "O", "F", "H", "H"],
  "xyz": [[-2.5404, 0.7421, -0.1912], [-3.0900, -0.2861, -0.0022], [-3.7476, -1.2645, -0.1997], [-1.8709, 1.7997, 0.2575], [0.0273, 0.2792, -0.0273], [0.2714, 0.6853, 0.6145]],
  "atomic_forces_ev_per_a": [[0.438, 0.537, 0.674], [0.703, 1.887, -0.648], [-0.182, -0.682, 0.343], [-1.211, -1.575, -0.368], [0.698, 0.793, 1.420], [-0.445, -0.961, -1.421]]
}

{
  "formula": "CH2FNO2",
  "method": "ωB97M-V/def2-TZVPD",
  "charge": 0,
  "fmax_ev_per_a": 8.32,
  "homo_energy_ev": [-11.012, -11.013],
  "e_above_lowest_kj_mol": 422.5,
  "elements": ["C", "N", "O", "O", "F", "H", "H"],
  "xyz": [[0.6487, -0.8812, -0.0476], [0.2589, 0.3381, 0.3852], [1.7678, -1.2843, -0.0057], [-1.4376, 0.5312, -0.3292], [0.7136, 1.5714, 0.2087], [-0.2163, -1.5070, -0.3248], [-1.7352, 1.2320, 0.1134]],
  "atomic_forces_ev_per_a": [[0.739, -1.599, -1.517], [-7.184, 2.532, 0.411], [0.879, 0.060, -0.023], [5.704, -5.746, -1.927], [1.530, -0.382, -0.610], [-0.088, 0.401, 0.280], [-1.579, 4.735, 3.385]]
}

{
  "formula": "CH2FNO2",
  "method": "ωB97M-V/def2-TZVPD",
  "charge": 0,
  "fmax_ev_per_a": 4.61,
  "smiles": "O=C(O)NF",
  "homo_energy_ev": -11.180,
  "e_above_lowest_kj_mol": 294.0,
  "elements": ["O", "C", "O", "N", "F", "H", "H"],
  "xyz": [[-0.0653, -1.5451, -0.8485], [-0.1997, -0.5451, -0.2062], [-1.4202, 0.0527, 0.3661], [0.7210, 0.5160, 0.2244], [1.6873, 1.0343, -0.7521], [-1.9220, 0.9384, 0.3163], [1.1989, -0.4512, 0.8999]],
  "atomic_forces_ev_per_a": [[-0.725, 1.757, 1.698], [-2.479, 3.330, -2.016], [-0.529, -2.423, -0.462], [2.309, -2.807, 2.198], [-0.941, -2.042, 0.854], [2.477, -1.674, -0.511], [-0.112, 3.859, -1.763]]
}

{
  "formula": "CH2FNO3S",
  "method": "ωB97M-V/def2-TZVPD",
  "charge": 0,
  "fmax_ev_per_a": 2.28,
  "homo_energy_ev": -11.169,
  "e_above_lowest_kj_mol": 0.0,
  "elements": ["C", "N", "O", "O", "O", "F", "S", "H", "H"],
  "xyz": [[-1.2197, 0.1970, 0.2780], [-2.3414, 0.0051, -0.0976], [-0.0936, 0.2836, 0.4823], [2.8702, -0.3636, -0.2538], [5.1905, -0.6070, 0.3049], [4.3326, 1.5152, -0.6661], [4.0931, 0.3073, 0.5212], [-3.1636, 0.0164, 0.4433], [2.0151, 0.0846, -0.1964]],
  "atomic_forces_ev_per_a": [[-1.236, -0.617, -0.416], [0.168, 0.115, -0.561], [2.029, 0.462, 0.419], [0.239, -0.472, -0.011], [-1.066, 0.784, 0.439], [-0.255, -0.977, 1.317], [1.049, 0.347, -1.989], [-0.859, 0.048, 0.508], [-0.069, 0.310, 0.294]]
}

{
  "formula": "CH2FOS2",
  "method": "ωB97M-V/def2-TZVPD",
  "charge": -1,
  "fmax_ev_per_a": 4.13,
  "homo_energy_ev": [-1.912, -3.640],
  "multiplicity": 3,
  "e_above_lowest_kj_mol": 26.2,
  "elements": ["C", "O", "F", "S", "S", "H", "H"],
  "xyz": [[-1.1954, -0.3363, 0.5319], [2.0946, 1.3010, 0.3298], [-2.1370, -0.2987, -0.4654], [2.4468, -0.3790, -1.7590], [1.2544, 0.7908, -0.7639], [-1.4569, 0.2108, 1.3237], [-1.0065, -1.2885, 0.8029]],
  "atomic_forces_ev_per_a": [[-1.249, 0.019, -3.045], [0.405, 1.522, 2.308], [0.476, 0.213, 0.227], [0.052, -0.872, -1.227], [-0.125, -0.559, -1.257], [-0.842, 2.984, 2.732], [1.283, -3.308, 0.262]]
}

{
  "formula": "CH2FPS2",
  "method": "ωB97M-V/def2-TZVPD",
  "charge": 0,
  "fmax_ev_per_a": 2.42,
  "homo_energy_ev": -9.179,
  "e_above_lowest_kj_mol": 223.6,
  "elements": ["C", "F", "P", "S", "S", "H", "H"],
  "xyz": [[-1.9472, 1.3421, -1.9929], [-2.3522, 1.3641, -0.7102], [-0.2916, -0.7041, -0.2851], [-0.8138, -2.5644, -0.1772], [-0.5502, 0.4561, -2.1903], [-1.3212, 0.0042, 0.4188], [0.8111, -0.1754, 0.5029]],
  "atomic_forces_ev_per_a": [[-0.619, 0.535, 1.112], [-0.377, 0.323, -0.953], [-1.515, 0.917, 1.653], [0.724, -0.042, -0.519], [1.142, -1.132, 0.197], [0.876, -0.155, -0.401], [-0.232, -0.446, -1.090]]
}

{
  "formula": "CH2I2O",
  "method": "ωB97M-V/def2-TZVPD",
  "charge": 0,
  "fmax_ev_per_a": 6.53,
  "smiles": "O=CI.I",
  "homo_energy_ev": -9.597,
  "e_above_lowest_kj_mol": 67.8,
  "elements": ["O", "C", "I", "H", "I", "H"],
  "xyz": [[-0.9119, -1.1154, -0.0433], [-1.5960, -0.0505, 0.0162], [-0.9379, 1.9944, 0.0389], [-2.6542, 0.0923, 0.1245], [2.2067, -0.2837, 0.1184], [3.8933, -0.6371, -0.2547]],
  "atomic_forces_ev_per_a": [[-3.470, 5.521, 0.257], [3.654, -4.163, -0.095], [0.361, -0.381, -0.081], [-0.754, -0.903, -0.050], [2.341, -0.568, -0.560], [-2.132, 0.493, 0.529]]
}

no.,DFT total energy (eV)
1,-18509.7330
2,-19818.1047
3,-113999.6071
4,-26812.3996
5,-10861.1002
6,-7318.9520
7,-9365.8202
8,-9367.1512
9,-22254.3417
10,-27502.9389
11,-34743.0515
12,-19316.8396